Below is 2 unconnected molecules or ions with the total composition C7H17N4O4 in a non-equilibrium geometry, with properties calculated with the ωB97M-V functional and the def2-TZVPD basis.

Cartesian coordinates (Å):
C -0.6791 -1.0290 -3.0198
C 0.2140 -0.3383 -1.9063
N 0.1777 -1.2099 -0.7227
C 0.6653 -0.5423 0.4902
N -0.0619 0.6858 0.8235
C 0.5966 -1.5754 1.6923
C -0.2062 -2.8701 1.3926
N 0.6528 -3.8954 0.7322
C 2.2031 -0.1602 0.3614
O 2.6356 0.7364 1.0902
O 2.9147 -0.7976 -0.4565
H -1.0492 -1.9888 -2.6023
H -0.0678 -1.3054 -3.8990
H -1.5772 -0.4407 -3.2736
H 1.2211 -0.2117 -2.3459
H -0.2065 0.6661 -1.7340
H 0.8674 -1.9366 -0.9234
H -0.8677 0.8418 0.2218
H -0.4449 0.6559 1.7638
H 0.1968 -1.1358 2.6231
H 1.6368 -1.8948 1.9014
H -0.4803 -3.3221 2.3756
H -1.1572 -2.7032 0.8607
H 1.5290 -3.4663 0.4359
H 0.1702 -4.2484 -0.0884
C -0.8808 4.9765 0.3863
N -1.7668 3.8899 0.8801
O -2.1220 3.9369 2.0431
O -2.0685 3.0296 0.0816
H -0.6931 5.6686 1.2004
H 0.0439 4.5133 0.0493
H -1.3957 5.4712 -0.4333

**Multiplicity**: 1
**E**: -796.844708 Eh
**Total charge**: -1